No. 1
A molecular structure, C8H16CsO4S2, computed with ωB97M-V/def2-TZVPD.

Output
* total energy: -38958.9705 eV
* HOMO: -13.258 eV
* HOMO-LUMO gap: 10.314 eV

The geometry in ORCA input format:
```
! RIJCOSX wB97M-V def2-TZVPD def2/J DEFGRID3
* xyz 1 1
Cs 5.29897 6.67603 21.65194
C 7.64603 12.57954 23.00009
C 6.18803 13.07895 23.00464
C 5.31708 11.84873 22.83317
S 6.16454 10.85272 21.58693
O 5.77924 11.24685 20.25985
O 6.03711 9.44006 21.93169
C 7.81845 11.49034 21.92868
H 7.90919 12.20519 23.98914
H 8.35196 13.38307 22.78824
H 6.03432 13.78121 22.18610
H 5.95050 13.57074 23.94528
H 4.30576 12.01784 22.46809
H 5.28166 11.20668 23.71426
H 8.22168 11.83283 20.97915
H 8.48032 10.71935 22.32155
C 8.58228 2.02101 19.73175
C 9.29876 3.33054 20.07652
C 8.79745 4.36928 19.07739
S 7.05812 3.94873 18.77880
O 6.84656 3.81853 17.36297
O 6.17628 4.83672 19.52795
C 7.10240 2.34282 19.60125
H 8.76980 1.24991 20.47812
H 8.94810 1.60503 18.78990
H 10.38008 3.23225 20.00604
H 9.06134 3.65814 21.09063
H 9.28304 4.31590 18.10541
H 8.75278 5.41653 19.37781
H 6.48659 1.64085 19.04511
H 6.63697 2.51333 20.57471
*
```



No. 2
A molecular structure, C8H16ErN2PS in a non-equilibrium geometry, computed with ωB97M-V/def2-TZVPD.

Output
* total energy: -59273.1329 eV
* HOMO (alpha / beta): -5.698 / -5.700 eV
* HOMO-LUMO gap (alpha / beta): 4.698 / 4.656 eV

The geometry in ORCA input format:
```
! RIJCOSX wB97M-V def2-TZVPD def2/J DEFGRID3
* xyz 0 4
C 1.63614 -0.62010 -0.93987
C 2.69665 -1.57576 -1.07264
C 2.31214 -2.73260 -0.29871
C 0.96762 -2.57567 0.17068
C 0.54709 -1.23738 -0.16826
Er -0.30435 1.79308 1.08255
P -1.82428 1.87115 -1.09187
H 1.58044 0.39100 -1.38989
H 3.64454 -1.39154 -1.55800
H 2.93806 -3.58131 -0.07941
H -0.49889 -0.84483 -0.08019
H 0.37287 -3.25233 0.78044
H -2.62891 0.77722 -1.55560
H -1.21619 2.21382 -2.37108
H -2.82634 2.90179 -1.06066
C -3.09779 3.32736 4.24489
N -2.66216 2.58469 3.05515
C -1.59561 1.77160 3.06088
S -1.61766 0.15000 2.52417
N -0.28202 2.45195 3.13753
C -0.08323 3.79907 3.69004
H -2.42418 3.14262 5.08142
H -4.10461 2.99813 4.50535
H -3.14178 4.39420 4.01494
H -3.45819 2.16458 2.55852
H 0.33696 1.71054 3.56658
H -0.47883 3.87395 4.71175
H 0.99859 3.96721 3.69599
H -0.58603 4.49224 3.01724
*
```



No. 3
2 unconnected molecules or ions with the total composition C8H16FN2O2S, computed with ωB97M-V/def2-TZVPD.

Output
* total energy: -29176.6517 eV
* HOMO: -15.135 eV
* HOMO-LUMO gap: 12.283 eV

The geometry in ORCA input format:
```
! RIJCOSX wB97M-V def2-TZVPD def2/J DEFGRID3
* xyz 1 1
O 1.49711 -1.27951 3.10516
S 1.68353 -0.27836 2.13433
O 2.11824 -0.54237 0.81324
F 2.59876 0.83146 2.73356
C 0.18526 0.66509 2.06730
C -1.12273 -0.06002 1.82025
C -2.10458 1.13133 1.88539
C -1.26270 2.33391 1.34801
N 0.08462 1.72530 1.02333
H 0.09475 1.18041 3.02939
H -1.15953 -0.44346 0.79447
H -1.31950 -0.89135 2.49085
H -2.99934 0.97261 1.29255
H -2.33434 1.33646 2.92972
H -1.08367 3.03523 2.16097
H -1.66750 2.85285 0.48494
H 0.85874 2.38459 0.93800
H 0.00157 1.23811 0.10664
C 0.51707 -2.45999 -1.71863
C 0.23878 -1.92027 -3.11562
C 0.84552 -0.52933 -3.35221
C 0.30450 0.46515 -2.43391
N -0.12222 1.26119 -1.72659
H 0.06474 -1.82846 -0.94970
H 0.10142 -3.45995 -1.60588
H 1.58760 -2.51614 -1.51726
H -0.83677 -1.87835 -3.29409
H 0.65775 -2.59463 -3.86182
H 0.64427 -0.18104 -4.36654
H 1.92864 -0.55044 -3.21585
*
```



No. 4
2 unconnected molecules or ions with the total composition C8H16FNO7S in a non-equilibrium geometry, computed with ωB97M-V/def2-TZVPD.

Output
* total energy: -37926.4131 eV
* HOMO: -10.713 eV
* SMILES string: CCO[C@@H]1OS(=O)(=O)O[C@@H]1[C@H](F)CC.C[N+](=O)[O-]
* HOMO-LUMO gap: 10.896 eV

The geometry in ORCA input format:
```
! RIJCOSX wB97M-V def2-TZVPD def2/J DEFGRID3
* xyz 0 1
C 0.04968 1.70135 3.44566
C -1.43701 1.70084 3.08524
O -1.90908 0.35707 2.99599
C -2.15648 -0.11472 1.72470
O -2.69991 -1.43347 1.93598
S -1.46628 -2.39821 2.33525
O -1.28186 -2.40993 3.74035
O -1.59325 -3.66206 1.70379
O -0.32837 -1.53968 1.58535
C -0.96994 -0.50852 0.84364
C -0.07637 0.57598 0.25832
F -0.70188 0.93852 -0.93582
C 1.37375 0.13847 0.03462
C 1.92898 0.72115 -1.27015
H 0.52380 0.89109 2.89501
H 0.13835 1.48634 4.50623
H 0.52941 2.64209 3.18792
H -1.61929 2.25677 2.16295
H -2.00923 2.20029 3.86406
H -2.85658 0.47571 1.13002
H -1.47843 -0.92160 -0.03380
H -0.06582 1.48069 0.85989
H 1.96515 0.58205 0.83575
H 1.49979 -0.93954 0.06650
H 1.75406 1.79382 -1.32720
H 1.45705 0.23614 -2.11288
H 3.00192 0.55494 -1.31668
C 0.61475 -1.12166 -5.41666
N 1.95616 -0.77818 -4.87064
O 2.71490 -0.15626 -5.57926
O 2.19462 -1.14706 -3.74027
H 0.54557 -0.72983 -6.42393
H 0.52773 -2.20354 -5.40571
H -0.12591 -0.66904 -4.76419
*
```



No. 5
A gas-phase ion, C8H16FNOPS2 (charge +1) in a non-equilibrium geometry, computed with ωB97M-V/def2-TZVPD.

Output
* total energy: -45762.3066 eV
* HOMO: -11.975 eV
* HOMO-LUMO gap: 7.999 eV

The geometry in ORCA input format:
```
! RIJCOSX wB97M-V def2-TZVPD def2/J DEFGRID3
* xyz 1 1
F 0.49443 1.41236 2.79791
P 1.13920 0.19295 3.51839
C 0.08354 -1.25001 3.50498
C -1.17330 -1.09154 2.60674
C -0.96720 -1.66876 1.19938
S -1.17743 -0.50345 -0.15101
C 0.41491 0.18433 -0.29361
S 1.70439 -0.20409 0.68656
N 0.58862 1.12260 -1.29720
C -0.60398 1.84088 -1.78616
C -1.19782 1.23156 -3.07578
O -0.84320 -0.12115 -3.26961
C 0.54038 -0.42372 -3.19832
C 1.34198 0.64616 -2.47519
H 2.42046 0.00219 3.02627
H 1.27520 0.66154 4.82433
H -0.21497 -1.39820 4.54730
H 0.69615 -2.09324 3.17643
H -1.46375 -0.04154 2.54133
H -1.97959 -1.63213 3.10275
H 0.02839 -2.09754 1.09012
H -1.70127 -2.44945 0.98844
H -0.27140 2.85971 -2.00860
H -1.33861 1.92561 -0.98677
H -0.92356 1.83989 -3.94615
H -2.28716 1.24839 -3.01384
H 0.62175 -1.36754 -2.64676
H 0.95468 -0.59985 -4.19769
H 2.30965 0.24810 -2.16897
H 1.52951 1.52595 -3.09527
*
```



No. 6
A single C8H16N2 molecule, computed with ωB97M-V/def2-TZVPD.

Output
* total energy: -11533.6454 eV
* HOMO: -7.205 eV
* SMILES string: CC(C)=C(N)C(N)=C(C)C
* HOMO-LUMO gap: 8.063 eV

The geometry in ORCA input format:
```
! RIJCOSX wB97M-V def2-TZVPD def2/J DEFGRID3
* xyz 0 1
C -1.72456 1.10330 0.12915
C -1.00421 -0.09880 0.69505
C -1.93696 -1.20250 1.12077
C 0.30761 -0.02482 1.22857
N 0.64756 -0.47644 2.50881
C 1.19894 0.34329 0.21709
N 2.35830 1.11303 0.37707
C 0.64072 0.02201 -1.04337
C 0.33437 -1.39774 -1.46402
C 0.80230 0.96235 -2.21012
H -2.48477 1.45914 0.83893
H -2.24738 0.85280 -0.80002
H -1.04804 1.93390 -0.07406
H -2.46573 -1.58821 0.24077
H -2.70383 -0.85076 1.82132
H -1.40552 -2.03233 1.58832
H 1.63038 -0.40119 2.73236
H 0.06652 -0.11864 3.25571
H 3.15446 0.80057 -0.16352
H 2.60932 1.29862 1.33778
H 0.32631 -2.08678 -0.61897
H 1.09085 -1.75432 -2.17723
H -0.63577 -1.46300 -1.96780
H 1.08919 1.96542 -1.89187
H -0.14901 1.03468 -2.75074
H 1.54894 0.60641 -2.92997
*
```